# 1
The following is a DFT calculation (ωB97M-V/def2-TZVPD) of a cluster of 2 separate species, C4H11O in total at a distorted geometry.

The geometry in XYZ format:
```
16
Properties=species:S:1:pos:R:3:forces:R:3
C 0.93385 1.08678 -2.69772 0.02 0.09 0.28
O 1.21708 0.18095 -1.74618 -0.12 -0.08 0.06
H 1.54199 2.03417 -2.62207 0.04 -0.02 -0.19
H -0.12612 1.48642 -2.69220 -0.03 -0.09 -0.02
H 1.07561 0.72629 -3.75361 0.03 0.09 -0.04
C -0.81904 0.70617 0.96766 1.04 0.54 -0.37
C -1.20376 -0.60052 1.64522 -1.20 -0.06 0.07
C -0.04220 -1.48506 2.00791 0.65 -0.52 -0.07
H -0.96378 0.69430 -0.11582 -0.15 -0.09 0.13
H -1.24123 1.62372 1.38260 -0.45 -0.22 0.11
H 0.26603 0.87367 1.02311 -0.13 -0.21 0.07
H -1.83079 -0.46903 2.53378 0.28 0.48 0.27
H -1.92110 -1.13404 1.01417 0.29 -0.20 -0.30
H -0.34042 -2.36568 2.59148 0.01 0.26 0.13
H 0.73786 -0.92239 2.52697 -0.20 -0.02 0.34
H 0.47926 -1.87733 1.14158 -0.08 0.06 -0.46
```
Forces are in eV/Å.

Properties
Strongest force on any atom   1.23 eV Å⁻¹
Frontier orbital gap   0.21619 Ha
Highest occupied orbital energy   -1.870 eV
Energy above the lowest of the compared OMol25 structures with the same formula, charge and spin   10.5 kcal/mol
Net charge   -1
LUMO   4.01 eV


# 2
The following is a DFT calculation (ωB97M-V/def2-TZVPD) of a structure of composition C2H8CsO3 at a distorted geometry.

The geometry in XYZ format:
```
14
Properties=species:S:1:pos:R:3:forces:R:3
Cs -1.00741 2.28925 1.44789 -0.03 -0.13 -0.17
O -0.94428 2.57345 4.43337 0.23 -0.13 -0.43
H -0.18579 3.16798 4.43720 -0.01 0.12 0.37
H -0.59988 1.74291 4.78168 -0.08 0.02 0.27
C 0.68158 -1.65016 -1.37592 0.93 -0.03 -0.37
C -0.40937 -0.75444 -1.85869 -0.17 -0.08 -0.16
O -0.71537 0.20260 -0.83946 -0.22 0.46 0.51
O 1.92073 -0.94730 -1.52717 -0.24 -0.04 0.27
H 0.69416 -2.53811 -2.01531 -0.08 -0.08 0.10
H 0.55578 -1.95749 -0.33622 -0.31 0.00 0.02
H -1.28284 -1.36180 -2.11388 -0.09 0.16 0.14
H -0.06363 -0.23682 -2.75579 0.01 -0.07 -0.02
H -1.24551 0.90982 -1.21754 -0.04 -0.23 -0.44
H 2.60183 -1.43988 -1.06016 0.08 0.02 -0.09
```
Forces are in eV/Å.

Properties
Strongest force on any atom   1.01 eV Å⁻¹
Frontier orbital gap   0.35164 Ha
Highest occupied orbital energy   -13.221 eV
Energy above the lowest of the compared OMol25 structures with the same formula, charge and spin   0.0 kcal/mol
Net charge   +1
LUMO   -3.65 eV


# 3
The following is a DFT calculation (ωB97M-V/def2-TZVPD) of a structure of composition C10H5ClNO5Zr at a distorted geometry.

The geometry in XYZ format:
```
23
Properties=species:S:1:pos:R:3:forces:R:3
O 1.44711 1.84448 -4.56093 -0.33 -2.22 3.81
C 1.33448 1.28563 -3.55833 0.50 2.25 -3.87
Zr 0.07269 0.17250 -0.16825 1.56 3.80 1.06
O -1.32797 2.18595 -2.56413 2.24 -3.68 4.07
C -0.85335 1.46535 -1.78876 -3.45 5.00 -5.85
C -1.68695 -0.07781 1.31058 -5.49 -1.00 5.30
O -2.49870 -0.09226 2.13482 3.95 0.18 -4.08
C 1.38331 -1.33825 0.82422 4.75 -5.40 3.32
O 2.07423 -2.10663 1.34750 -3.38 3.81 -2.62
C -0.80244 -1.77024 -1.37850 -1.76 -4.52 -2.31
O -1.17521 -2.71722 -1.91592 1.68 4.20 2.28
H 1.30243 -0.28396 -1.35167 0.25 -1.01 -0.03
Cl 1.96080 5.58326 0.95729 -0.12 -0.53 0.17
C 1.61376 4.05329 1.65692 -0.06 0.49 -1.06
C 1.79782 3.85391 3.02936 -0.26 -0.63 -0.24
C 1.48819 2.58897 3.53287 -0.22 -0.49 -0.30
C 1.01417 1.59156 2.67077 0.20 0.14 0.94
N 0.84379 1.80800 1.35420 -0.58 -1.22 -1.48
C 1.13974 3.02337 0.83016 0.24 0.41 0.56
H 2.16451 4.67297 3.64925 -0.07 -0.27 -0.05
H 1.60676 2.35904 4.58582 0.00 0.03 -0.06
H 0.75586 0.58436 3.01613 0.20 0.46 0.21
H 0.99445 3.16416 -0.24380 0.14 0.20 0.25
```
Forces are in eV/Å.

Properties
Strongest force on any atom   8.43 eV Å⁻¹
Frontier orbital gap   0.15001 Ha
Highest occupied orbital energy   -19.661 eV
Net charge   +3
LUMO   -15.58 eV


# 4
The following is a DFT calculation (ωB97M-V/def2-TZVPD) of a structure of composition C43H49BCsN11O6S2.

The geometry in XYZ format:
```
113
Properties=species:S:1:pos:R:3:forces:R:3
Cs 0.23014 -0.21886 -0.44206 -0.24 0.28 -0.08
N -0.15369 -4.71145 2.31852 0.01 -0.04 -0.01
C 0.31081 -4.04941 1.25430 0.19 0.20 -0.14
N -0.11611 -2.80567 1.27826 -0.42 -0.09 0.35
C -0.88536 -2.77122 2.41066 -0.07 -0.04 0.15
N -0.92567 -3.91052 3.07441 -0.06 0.01 0.05
C -1.70016 -1.61860 2.86684 0.08 -0.16 -0.17
C -2.29412 -1.59662 4.12858 0.12 -0.14 -0.01
N -3.09710 -0.61552 4.50358 -0.06 0.12 0.02
C -3.29376 0.36378 3.62125 -0.08 0.03 0.08
C -2.70292 0.36197 2.36923 0.17 0.00 -0.02
N -1.90883 -0.64132 1.99851 0.03 0.17 -0.28
H 0.00894 -5.66742 2.57868 0.00 0.01 0.00
H 0.95934 -4.49666 0.51558 -0.01 0.00 0.01
H -2.11235 -2.39942 4.83183 0.01 0.00 -0.01
H -3.94607 1.17410 3.92503 0.01 0.01 -0.02
H -2.83732 1.17559 1.65531 0.05 -0.08 0.08
S 2.24881 -5.55410 -1.43166 0.13 0.13 0.08
C 3.35943 -4.31183 -1.47240 -0.33 -0.25 -0.29
N 3.49164 -3.51717 -2.53620 0.17 0.03 0.19
C 4.69037 -2.69570 -2.72141 0.01 0.03 -0.01
C 5.82112 -3.31952 -1.95209 -0.04 -0.06 0.02
N 5.42699 -3.43760 -0.55108 -0.08 0.00 -0.35
C 6.34255 -3.05220 0.51618 0.09 0.03 -0.05
C 7.24455 -1.90846 0.13278 0.00 0.01 0.05
C 8.62374 -2.04447 0.21588 0.05 0.05 0.00
C 9.45953 -0.98112 -0.10523 -0.01 0.02 -0.01
C 8.91477 0.22344 -0.52492 0.01 -0.04 0.01
C 7.53423 0.35961 -0.61906 0.00 0.00 0.00
C 6.70022 -0.69609 -0.28765 -0.07 -0.03 0.03
C 4.25049 -4.02039 -0.28252 0.28 0.08 0.62
S 3.77198 -4.37010 1.26854 -0.05 -0.03 -0.27
C 2.47922 -3.56771 -3.59654 -0.07 0.07 -0.27
C 2.70372 -2.54612 -4.68236 -0.04 0.05 0.05
C 3.17035 -2.96836 -5.92211 0.03 -0.02 -0.04
C 3.40035 -2.06342 -6.94823 0.00 0.02 0.00
C 3.15921 -0.71294 -6.74228 0.00 -0.04 0.01
C 2.68265 -0.28216 -5.51220 -0.01 -0.01 -0.03
C 2.45454 -1.18916 -4.48844 -0.03 0.08 -0.02
H 4.50662 -1.66804 -2.40051 -0.02 0.02 0.01
H 4.93855 -2.69902 -3.78170 -0.01 0.01 -0.02
H 6.70207 -2.69094 -2.03063 0.03 0.00 0.04
H 6.06197 -4.31114 -2.35561 0.01 0.01 0.04
H 6.94121 -3.91797 0.82208 -0.05 -0.02 0.03
H 5.71984 -2.77807 1.36723 0.03 -0.01 0.02
H 9.05104 -2.98808 0.53597 -0.01 -0.02 0.00
H 10.53399 -1.09841 -0.03328 0.00 0.00 0.00
H 9.56320 1.05181 -0.78206 0.00 0.01 0.00
H 7.09629 1.29087 -0.95486 -0.02 0.01 0.00
H 5.62280 -0.58238 -0.39459 0.07 -0.01 0.00
H 1.49877 -3.43577 -3.13947 -0.08 -0.01 0.04
H 2.47449 -4.57221 -4.02673 -0.02 0.00 0.02
H 3.34696 -4.02537 -6.08663 0.00 -0.01 0.01
H 3.75841 -2.41446 -7.90866 0.00 0.00 0.00
H 3.32823 -0.00112 -7.54086 0.00 0.01 0.00
H 2.46827 0.76484 -5.34595 -0.01 0.01 0.01
H 2.08579 -0.79936 -3.54622 0.05 -0.23 0.06
N -1.18817 -0.03865 -4.60164 0.24 0.17 0.02
H -1.95974 0.19980 -5.21071 -0.03 -0.05 0.00
H -1.52814 0.01480 -3.64723 -0.07 -0.12 -0.02
H -0.95117 -1.01179 -4.76474 -0.11 -0.03 -0.01
C 0.76025 2.24705 2.52726 0.05 -0.11 0.10
C 1.17407 1.58068 3.80293 0.07 -0.05 -0.04
C 2.63955 1.73200 4.16136 -0.05 -0.02 -0.01
O 0.42924 0.91470 4.49057 -0.08 0.03 0.03
H 1.15358 3.26180 2.46220 0.00 0.04 0.00
H -0.31259 2.26336 2.36783 -0.09 -0.03 0.03
H 1.24789 1.69001 1.72228 0.04 0.12 -0.10
H 2.84114 2.77614 4.41110 0.03 0.01 -0.03
H 3.24842 1.47351 3.29272 0.02 0.03 -0.01
H 2.89619 1.09688 5.00601 -0.03 -0.02 0.02
C 3.93905 2.37113 -1.15715 0.02 -0.12 -0.01
C 3.47575 0.96097 -0.77644 0.08 0.12 -0.06
O 3.89074 0.00472 -1.48093 -0.10 -0.01 0.00
O 2.69756 0.87893 0.19841 0.42 0.08 0.22
H 4.73292 2.33516 -1.90255 0.00 0.03 -0.01
H 4.27229 2.89668 -0.26240 0.00 0.06 0.00
H 3.08513 2.91507 -1.56372 0.01 0.05 0.01
C -3.08054 9.91333 -2.27169 -0.01 -0.03 0.01
C -4.08232 8.92812 -1.65243 0.03 -0.03 -0.01
C -4.98099 8.40310 -2.77278 0.00 0.04 0.04
C -4.96429 9.67811 -0.64587 -0.02 -0.02 -0.02
C -3.32440 7.80056 -0.94499 0.01 -0.03 0.02
C -2.46898 8.11598 0.11117 0.01 -0.04 0.01
C -1.73241 7.14266 0.79135 -0.04 0.10 -0.02
C -1.87408 5.83518 0.38698 0.14 0.03 0.13
O -1.27345 4.71805 0.85655 0.06 0.09 0.04
B -1.73715 3.57992 0.07739 -0.04 -0.50 0.10
O -2.67983 4.16395 -0.86180 -0.02 0.24 -0.06
C -2.72354 5.50321 -0.65510 -0.07 -0.17 -0.15
C -3.45155 6.45759 -1.33262 -0.03 0.14 0.00
H -3.60669 10.72208 -2.78699 -0.01 0.02 -0.02
H -2.44149 9.39954 -2.99143 0.01 0.00 -0.02
H -2.43695 10.35462 -1.51038 0.01 0.00 0.01
H -5.50357 9.23922 -3.24439 0.00 0.00 -0.01
H -5.72989 7.70955 -2.38803 -0.02 -0.02 -0.01
H -4.40039 7.89044 -3.54021 0.00 -0.02 -0.02
H -5.50548 10.48886 -1.14277 -0.01 0.01 0.00
H -4.36881 10.10867 0.15904 0.00 0.01 0.01
H -5.69142 8.99882 -0.19731 -0.01 0.00 0.01
H -2.35879 9.14844 0.42192 -0.01 0.03 -0.01
H -1.06835 7.40652 1.60456 0.01 0.00 0.01
H -4.09459 6.15019 -2.14474 -0.01 -0.01 -0.01
N -3.55467 -2.57934 -0.87337 -0.01 0.05 0.13
C -2.55395 -2.49692 -1.81141 -0.04 -0.13 -0.16
O -1.81679 -1.50202 -1.83486 -0.23 -0.30 -0.30
C -2.47970 -3.60074 -2.73960 -0.04 -0.01 0.09
C -3.35400 -4.69681 -2.58958 0.08 0.05 -0.03
N -4.10060 -5.56216 -2.39519 0.00 -0.02 -0.02
C -1.57687 -3.57464 -3.81818 -0.04 0.13 0.08
N -0.84755 -3.53138 -4.71623 0.14 -0.03 -0.02
H -3.97674 -3.47579 -0.69785 -0.04 0.04 0.05
H -3.47479 -1.93360 -0.10545 0.05 0.00 0.03
```
Forces are in eV/Å.

Properties
Strongest force on any atom   0.69 eV Å⁻¹
Frontier orbital gap   0.17625 Ha
Highest occupied orbital energy   -1.375 eV
Energy above the lowest of the compared OMol25 structures with the same formula, charge and spin   24.8 kcal/mol
Net charge   -2
LUMO   3.42 eV


> The highest net charge belongs to which entry?

C10H5ClNO5Zr


> Which formula does entry 1 have?

C4H11O


> Which value of strongest force on any atom does entry 2 give?

1.01 eV Å⁻¹